1.
C44H101Br2F3N2O14S12 | the ωB97M-V functional and the def2-TZVPD basis

Properties
Relative energy (zero: lowest compared OMol25 entry of this formula, charge and spin) in eV: 4.354
LUMO in eV: -0.273
Frontier orbital gap in eV: 7.4

Last column: Löwdin charge in e.
CARTESIAN COORDINATES (ANGSTROEM)
Br: -2.027 -2.200 -3.185  0.74
Br: 0.110 -0.347 -1.901  0.75
S: -1.852 -11.547 1.404  0.80
S: -6.165 -2.114 -4.868  0.81
S: -3.678 6.295 -0.713  0.81
S: 3.332 8.874 -5.845  0.77
S: -4.419 7.203 4.980  0.82
S: -0.233 -7.821 -1.889  0.83
S: -4.471 9.727 -1.369  0.77
S: 8.392 5.360 -0.635  0.81
S: 4.258 6.160 -3.262  0.65
S: -9.779 -5.954 -5.745  0.83
S: 4.407 -6.217 3.464  0.82
S: 4.618 3.781 -1.464  0.78
F: 0.204 -2.899 -0.708  -0.05
F: -0.200 -4.351 -3.110  -0.01
F: 0.460 -2.458 -4.345  -0.02
O: -2.700 -5.648 8.940  -0.24
O: -5.489 9.867 -0.286  -0.56
O: 7.584 5.822 0.534  -0.56
O: -1.586 -8.312 -1.484  -0.56
O: -0.588 -11.762 0.636  -0.57
O: -4.921 6.411 3.817  -0.56
O: -9.259 -4.599 -6.101  -0.57
O: -0.285 5.276 -4.261  -0.18
O: -2.195 6.197 -0.884  -0.56
O: 2.799 -0.259 0.580  -0.02
O: -5.209 -1.676 -3.805  -0.61
O: 3.574 -5.797 4.631  -0.55
O: 2.162 8.244 -6.525  -0.55
O: 3.745 -0.048 -1.571  0.07
N: 5.193 0.159 0.983  0.09
N: 2.072 4.569 -2.555  -0.22
C: 1.199 5.719 -2.200  -0.17
C: -3.846 6.028 6.226  -0.27
C: -9.882 -6.911 -7.272  -0.27
C: -5.335 9.175 -2.855  -0.27
C: -3.080 -12.703 0.760  -0.28
C: 1.820 -3.021 4.221  -0.21
C: 1.028 5.093 -4.817  -0.18
C: 5.585 -4.888 3.135  -0.26
C: 9.571 6.669 -1.028  -0.27
C: 1.763 3.995 -3.899  -0.14
C: -2.783 7.826 4.544  -0.27
C: -2.635 -10.060 0.749  -0.28
C: 4.301 9.722 -7.110  -0.27
C: 9.617 4.188 -0.015  -0.27
C: -4.048 5.951 1.018  -0.27
C: -3.481 -4.494 9.329  -0.12
C: 0.987 -8.849 -1.046  -0.26
C: 3.793 0.524 1.290  -0.49
C: 3.570 0.188 2.861  -0.11
C: 3.123 -2.314 -0.916  -0.06
C: 2.698 -1.681 4.465  -0.19
C: -2.541 -5.705 7.505  -0.23
C: 3.500 4.882 -2.473  -0.97
C: -0.811 -5.227 5.607  -0.21
C: 5.627 -7.402 4.068  -0.27
C: -8.410 -6.888 -5.031  -0.26
C: 2.743 10.371 -5.028  -0.27
C: -4.399 4.773 -1.364  -0.26
C: 0.799 -5.075 5.617  -0.21
C: -4.097 11.385 -1.978  -0.27
C: 0.641 -2.284 -1.919  -0.69
C: -0.248 5.708 -2.878  -0.17
C: -0.165 -2.952 -3.183  -0.76
C: 4.594 3.109 1.362  -0.22
C: 1.184 -3.512 5.613  -0.21
C: 3.272 -0.732 -0.657  -0.42
C: 3.419 2.068 1.091  -0.13
C: 0.101 -6.320 -0.946  -0.28
C: 2.188 -2.485 -2.210  -0.16
C: 3.638 -1.375 3.175  -0.18
C: -1.483 -4.629 6.955  -0.18
C: -7.476 -3.053 -4.063  -0.27
C: -5.422 -3.523 -5.715  -0.27
C: 4.645 4.328 0.309  -0.45
H: 1.654 6.743 -2.375  0.10
H: -2.151 7.005 4.201  0.06
H: 4.739 8.973 -7.770  0.05
H: 5.639 2.671 1.392  0.09
H: 5.810 0.505 1.737  0.08
H: 5.032 -4.018 2.778  0.03
H: -3.582 11.934 -1.189  0.05
H: 3.809 5.074 0.481  0.09
H: -2.895 8.557 3.743  0.05
H: -3.522 -4.503 10.467  0.10
H: -2.770 -13.716 1.021  0.05
H: 0.776 -8.877 0.024  0.05
H: -0.582 -5.542 -1.280  0.03
H: 4.442 0.693 3.404  0.13
H: 3.592 10.922 -4.621  0.05
H: -8.928 -6.875 -7.799  0.06
H: 9.016 7.530 -1.402  0.05
H: 2.606 -2.824 -0.030  0.11
H: -10.660 -6.475 -7.899  0.05
H: 1.129 -5.999 -1.125  0.05
H: 4.417 3.586 2.391  0.12
H: 3.657 10.385 -7.691  0.06
H: -0.054 -6.506 0.119  0.06
H: -2.966 -3.518 9.033  0.09
H: -4.248 4.754 -2.444  0.05
H: -1.037 5.144 -2.277  0.10
H: -1.973 -3.648 6.631  0.10
H: -5.696 8.160 -2.686  0.04
H: -3.447 11.314 -2.852  0.05
H: -3.911 3.907 -0.914  0.06
H: 2.561 0.618 3.192  0.12
H: 5.496 0.680 0.139  0.09
H: -0.608 6.801 -2.872  0.12
H: 10.123 6.955 -0.131  0.06
H: 3.330 -1.873 5.398  0.11
H: -3.144 -12.611 -0.325  0.06
H: 9.096 3.294 0.328  0.05
H: -3.551 -5.648 6.977  0.13
H: -5.129 5.895 1.155  0.06
H: 2.591 -1.837 -3.050  0.13
H: -0.675 -4.377 7.729  0.12
H: 10.259 6.319 -1.799  0.05
H: 1.928 -0.850 4.622  0.11
H: -8.719 -7.922 -4.870  0.05
H: 2.197 10.993 -5.740  0.06
H: -4.050 -12.494 1.214  0.05
H: 1.156 -5.597 6.560  0.11
H: 1.625 6.049 -4.955  0.10
H: 6.290 -5.209 2.366  0.05
H: -5.468 4.756 -1.148  0.05
H: 6.158 -6.985 4.925  0.06
H: 10.305 3.920 -0.819  0.05
H: -4.527 -4.607 8.901  0.09
H: 6.330 -7.640 3.268  0.05
H: -4.710 5.489 6.614  0.05
H: -7.042 -3.838 -3.439  0.06
H: -1.221 -4.667 4.693  0.11
H: 1.960 -3.341 6.433  0.11
H: 2.423 -3.844 3.724  0.07
H: 2.321 -3.570 -2.565  0.13
H: 1.986 -8.445 -1.222  0.05
H: -6.181 9.833 -3.060  0.06
H: -3.147 5.321 5.776  0.06
H: 2.598 2.301 1.860  0.12
H: 5.099 10.295 -6.634  0.05
H: -8.146 -6.436 -4.075  0.05
H: -1.047 -6.328 5.450  0.10
H: -6.143 -3.946 -6.417  0.05
H: -5.119 -4.278 -4.986  0.06
H: -5.021 11.904 -2.238  0.06
H: 0.297 -2.830 5.821  0.11
H: 10.167 4.630 0.818  0.06
H: -3.650 6.762 1.624  0.03
H: -7.547 -6.853 -5.699  0.06
H: -2.333 8.308 5.414  0.05
H: 5.646 4.863 0.470  0.04
H: -4.545 -3.175 -6.262  0.05
H: -8.055 -2.373 -3.438  0.05
H: 1.026 3.135 -3.721  0.13
H: -10.144 -7.944 -7.036  0.05
H: -3.362 6.570 7.040  0.05
H: 4.692 -1.745 3.423  0.10
H: -2.728 -10.134 -0.335  0.04
H: 0.937 -2.811 3.517  0.12
H: 2.702 3.590 -4.419  0.13
H: 2.077 10.081 -4.215  0.05
H: 1.019 5.647 -1.066  0.13
H: -3.582 5.011 1.318  0.06
H: -3.620 -9.937 1.204  0.05
H: 2.914 2.179 0.074  0.10
H: 1.256 -5.615 4.718  0.09
H: 3.235 -2.033 2.331  0.10
H: 5.104 -8.309 4.372  0.05
H: 0.926 4.623 -5.858  0.14
H: 4.139 -2.814 -1.072  0.14
H: -2.012 -9.203 1.001  0.04
H: -2.112 -6.735 7.254  0.12
H: 6.119 -4.629 4.051  0.06
H: -8.127 -3.493 -4.823  0.00
H: 0.929 -9.859 -1.453  0.05
H: -4.643 9.176 -3.699  0.06

---

2.
C44H102F9N6O13S3 | the ωB97M-V functional and the def2-TZVPD basis

Properties
LUMO in eV: -5.476
Frontier orbital gap in eV: 7.6
Total charge: +3

Last column: Löwdin charge in e.
CARTESIAN COORDINATES (ANGSTROEM)
S: -29.678 5.526 -10.285  0.48
S: -30.762 8.136 -15.862  0.47
S: -27.136 2.652 -15.600  0.50
F: -33.169 7.223 -16.514  0.17
F: -32.038 8.140 -18.146  0.07
F: -31.577 3.984 -9.445  0.13
F: -29.661 2.993 -9.462  0.13
F: -24.730 1.507 -16.149  0.17
F: -25.169 3.269 -17.265  0.10
F: -26.238 1.417 -17.701  0.13
F: -32.958 9.424 -16.716  0.13
F: -30.744 3.346 -11.308  0.12
O: -30.010 7.013 -16.420  -0.35
O: -27.588 1.484 -14.909  -0.26
O: -30.688 6.498 -10.606  -0.28
O: -28.747 5.347 -11.412  -0.40
O: -26.651 -0.464 -11.910  -0.07
O: -29.030 5.718 -9.008  -0.30
O: -29.517 4.003 -18.649  -0.08
O: -28.114 3.253 -16.488  -0.31
O: -26.209 7.073 -15.764  -0.18
O: -25.240 13.082 -13.878  -0.07
O: -26.608 3.642 -14.661  -0.35
O: -31.140 7.968 -14.474  -0.30
O: -30.099 9.420 -16.088  -0.37
N: -28.111 10.884 -21.785  -0.20
N: -28.327 6.094 -14.126  0.23
N: -29.779 1.993 -20.803  -0.36
N: -21.756 5.499 -15.629  -0.21
N: -28.159 13.043 -14.413  -0.34
N: -25.803 2.317 -10.891  -0.34
C: -22.360 7.682 -20.157  -0.11
C: -27.546 7.316 -13.743  -0.26
C: -28.920 11.272 -20.551  -0.09
C: -24.770 10.880 -19.907  -0.20
C: -20.343 4.972 -15.718  -0.09
C: -27.757 12.082 -15.482  -0.02
C: -22.530 5.516 -16.932  -0.12
C: -26.780 6.639 -16.974  -0.09
C: -28.858 9.731 -22.419  -0.10
C: -30.155 10.391 -20.543  -0.14
C: -26.448 3.675 -10.593  0.03
C: -25.702 2.158 -16.735  -0.67
C: -20.076 4.426 -14.324  -0.14
C: -22.461 4.582 -14.655  -0.07
C: -28.307 12.656 -25.212  -0.07
C: -21.375 3.805 -13.885  -0.13
C: -29.643 12.942 -14.236  0.03
C: -23.278 8.649 -13.896  -0.07
C: -26.377 -0.183 -10.538  -0.19
C: -27.677 11.710 -24.184  -0.24
C: -25.444 10.581 -18.513  -0.08
C: -24.478 2.301 -10.235  0.00
C: -26.717 10.405 -21.444  -0.10
C: -28.130 12.050 -22.776  -0.11
C: -29.129 3.370 -20.869  -0.09
C: -30.422 3.856 -10.115  -0.68
C: -32.376 8.226 -16.821  -0.64
C: -26.707 1.273 -10.265  -0.09
C: -25.830 11.468 -20.853  -0.20
C: -26.151 13.337 -12.825  -0.22
C: -27.490 12.650 -13.112  -0.09
C: -26.966 7.961 -15.001  -0.19
C: -28.471 3.852 -19.586  -0.24
C: -31.178 2.146 -20.228  0.04
C: -21.799 6.306 -18.039  -0.16
C: -21.766 6.902 -15.012  -0.10
C: -25.691 2.170 -12.385  0.00
C: -23.093 7.654 -15.051  -0.22
C: -29.724 9.130 -21.279  -0.13
C: -27.751 14.433 -14.885  0.04
C: -26.486 6.773 -12.764  -0.03
C: -22.828 6.659 -19.116  -0.24
C: -29.875 1.393 -22.185  0.02
C: -28.952 1.072 -19.955  0.02
H: -27.725 6.096 -16.867  0.07
H: -23.143 5.183 -14.060  0.13
H: -26.989 7.487 -17.636  0.09
H: -22.319 9.143 -13.713  0.08
H: -26.700 12.226 -15.720  0.09
H: -26.255 12.376 -20.419  0.12
H: -25.910 7.641 -12.427  0.07
H: -29.012 6.478 -14.794  0.10
H: -29.659 10.164 -23.016  0.14
H: -21.351 2.726 -14.055  0.12
H: -29.986 3.990 -21.130  0.13
H: -31.059 2.503 -19.212  0.11
H: -25.780 12.783 -11.955  0.14
H: -25.101 3.018 -12.717  0.09
H: -28.818 5.584 -13.386  0.14
H: -26.258 10.047 -22.367  0.14
H: -25.586 9.506 -18.412  0.05
H: -27.913 1.119 -20.270  0.12
H: -26.692 2.105 -12.795  0.08
H: -21.020 5.714 -18.515  0.13
H: -20.311 4.207 -16.499  0.14
H: -27.688 3.185 -19.214  0.10
H: -26.260 14.397 -12.579  0.13
H: -27.854 10.665 -24.450  0.10
H: -26.680 14.473 -15.038  0.10
H: -23.901 3.122 -10.656  0.10
H: -28.291 8.959 -22.926  0.14
H: -27.687 1.511 -10.679  0.14
H: -21.017 7.492 -15.536  0.13
H: -25.204 1.231 -12.645  0.11
H: -26.886 9.518 -20.832  0.14
H: -29.117 12.346 -20.549  0.14
H: -29.822 11.968 -13.780  0.12
H: -29.096 3.871 -17.773  0.04
H: -27.987 4.826 -19.719  0.13
H: -28.976 1.461 -18.937  0.10
H: -28.271 8.005 -13.310  0.16
H: -29.194 8.591 -20.486  0.12
H: -25.276 11.977 -21.653  0.12
H: -30.472 0.487 -22.208  0.12
H: -21.390 7.153 -17.482  0.11
H: -23.555 5.790 -16.713  0.12
H: -23.959 6.996 -14.908  0.08
H: -27.025 6.467 -11.867  0.06
H: -27.816 8.396 -15.546  0.10
H: -27.730 11.044 -15.148  0.09
H: -26.423 8.857 -14.673  0.12
H: -23.108 7.835 -20.938  0.07
H: -28.218 13.709 -24.935  0.09
H: -28.296 11.245 -19.654  0.11
H: -28.284 12.074 -16.433  0.11
H: -21.475 7.371 -20.715  0.08
H: -21.492 6.789 -13.965  0.14
H: -26.589 11.708 -24.319  0.12
H: -29.105 12.531 -22.720  0.14
H: -27.440 12.770 -22.333  0.13
H: -23.808 8.332 -13.005  0.07
H: -28.437 3.370 -21.712  0.13
H: -30.967 10.945 -21.021  0.13
H: -19.667 5.734 -16.102  0.14
H: -30.465 8.467 -21.717  0.13
H: -30.375 2.160 -22.777  0.11
H: -26.387 3.836 -9.521  0.12
H: -26.783 1.461 -9.195  0.15
H: -27.782 12.620 -26.163  0.09
H: -28.840 1.287 -22.497  0.11
H: -27.815 5.355 -14.605  0.10
H: -28.067 15.048 -14.042  0.12
H: -24.374 12.944 -13.483  0.10
H: -23.048 3.891 -15.261  0.12
H: -25.347 -0.421 -10.262  0.12
H: -22.412 4.500 -17.318  0.14
H: -22.168 8.647 -19.683  0.07
H: -26.157 5.919 -17.508  0.08
H: -19.196 3.792 -14.247  0.13
H: -25.957 4.437 -11.190  0.09
H: -27.086 -0.845 -10.038  0.14
H: -21.566 3.816 -12.810  0.12
H: -23.088 5.779 -19.707  0.12
H: -31.613 1.146 -20.282  0.11
H: -23.278 8.113 -16.021  0.11
H: -19.828 5.321 -13.745  0.12
H: -29.365 12.393 -25.195  0.09
H: -27.432 11.583 -12.908  0.14
H: -26.413 11.078 -18.464  0.05
H: -30.076 12.992 -15.229  0.12
H: -24.074 11.686 -19.680  0.11
H: -23.722 7.093 -18.661  0.10
H: -23.976 1.344 -10.367  0.10
H: -24.237 9.985 -20.215  0.09
H: -25.888 6.006 -13.250  0.07
H: -28.371 14.682 -15.740  0.12
H: -29.444 0.105 -20.006  0.12
H: -29.954 13.680 -13.500  0.12
H: -30.506 10.204 -19.528  0.12
H: -23.856 9.500 -14.272  0.07
H: -26.634 -1.399 -12.128  0.10
H: -28.183 12.980 -12.333  0.14
H: -24.813 10.974 -17.718  0.07
H: -24.637 2.423 -9.165  0.11
H: -27.493 3.604 -10.888  0.08
H: -31.779 2.701 -20.944  0.11

---

> Which value of LUMO does entry 2 give?

-5.476 eV

---

> Which of these has the highest frontier orbital gap?

C44H102F9N6O13S3